Record 1
Molecular formula: C20H21N2O
Method: DFT, ωB97M-V with the def2-TZVPD basis set

```
44
Properties=species:S:1:pos:R:3
H -6.092 0.321 -3.946
H 3.683 1.510 1.027
H 6.359 -2.618 1.236
C 2.366 -0.059 0.303
H 6.636 -1.923 -0.386
C 2.239 -1.442 -0.014
H -3.741 -1.943 -2.696
H -2.069 1.614 3.632
C -1.109 1.086 -0.304
H -5.299 2.049 -2.030
C 0.038 0.358 -0.377
N 3.083 1.351 3.184
C 0.885 0.875 2.010
C 4.739 -0.314 0.709
H -3.202 2.654 -0.786
C -0.205 1.715 2.520
H 0.696 -0.182 2.078
C -2.295 0.701 -1.031
H 5.739 -3.439 -0.204
H 5.704 0.100 1.006
H 1.371 1.944 0.304
N 1.976 1.123 2.962
C -3.604 -0.929 -2.284
C -4.647 0.011 -2.393
C -2.449 -0.582 -1.601
C -3.335 1.662 -1.220
C -4.494 1.307 -1.910
H -2.119 1.046 1.879
C -1.503 1.072 2.838
C -5.927 -0.344 -3.084
H -6.779 -0.261 -2.395
H 1.289 -1.895 -0.196
C 4.659 -1.655 0.265
H 3.357 -3.280 -0.374
C 5.923 -2.467 0.241
C 1.166 0.783 0.357
H -1.660 -1.343 -1.451
H -1.150 2.016 0.235
C 3.422 -2.231 -0.060
C 3.577 0.464 0.712
H 0.104 -0.473 -1.097
H -5.897 -1.377 -3.430
H -1.378 0.054 3.200
O -0.060 2.941 2.570
```

Summary:
HOMO energy = -11.251 eV
SMILES = CC(=O)[C@H]([N+]#N)[C@H](/C=C/c1ccc(C)cc1)c1ccc(C)cc1
relative energy (zero: lowest compared OMol25 entry of this formula, charge and spin) = 419.0 kJ/mol
Kohn-Sham gap = 5.4 eV
2S+1 = 1
lowest unoccupied orbital energy = -5.8 eV
net charge = +1

Record 2
Molecular formula: C20H21N3O3
Method: DFT, ωB97M-V with the def2-TZVPD basis set

```
47
Properties=species:S:1:pos:R:3
H -7.946 -0.776 -0.138
C -0.099 0.438 0.754
H 0.196 1.421 1.082
C 2.272 -0.185 0.750
C -0.842 -2.186 -0.079
C 0.839 -0.538 0.528
H 4.337 2.046 -2.525
C 4.827 0.893 -0.770
C -7.519 1.317 0.056
C -7.180 -0.026 -0.003
C -5.858 -0.416 0.122
H -6.810 3.323 0.282
H 3.053 0.951 -2.025
H -6.071 -2.472 -0.499
H 4.357 0.659 2.112
H -4.420 2.633 0.476
N -3.562 0.127 0.363
H 4.496 0.316 -2.831
C 6.326 1.145 -0.908
H 4.960 -1.261 -0.896
H 4.762 -1.597 1.655
H 1.231 -2.600 0.007
N -2.522 0.908 0.676
O -4.107 -2.059 -0.362
C -1.821 -1.197 0.119
N 3.132 -0.783 -0.103
H -1.132 -3.182 -0.375
O 2.613 0.585 1.635
C 4.565 -0.514 -0.198
O 5.285 0.369 2.002
C 0.464 -1.847 0.121
C -4.881 0.566 0.291
H 6.304 -1.018 0.989
C -3.208 -1.137 0.029
C 5.260 -0.744 1.165
H 4.413 1.623 -0.069
H -8.553 1.610 -0.036
H -5.481 -2.245 1.166
C 4.132 1.057 -2.120
C -6.539 2.280 0.234
H 6.802 1.149 0.067
H 6.496 2.113 -1.375
C -1.451 0.128 0.539
C -5.427 -1.858 0.134
C -5.210 1.912 0.345
H 6.788 0.379 -1.528
H 2.730 -1.308 -0.862
```

Summary:
HOMO energy = -7.991 eV
SMILES = CC(C)[C@@H](CO)NC(=O)c1ccc2c3n(nc2c1)-c1ccccc1CO3
relative energy (zero: lowest compared OMol25 entry of this formula, charge and spin) = 269.3 kJ/mol
Kohn-Sham gap = 7.9 eV
2S+1 = 1
lowest unoccupied orbital energy = -0.1 eV

Record 3
Molecular formula: C20H21N3O4
Method: DFT, ωB97M-V with the def2-TZVPD basis set

```
48
Properties=species:S:1:pos:R:3
C -1.752 0.728 -0.775
N 1.540 2.486 1.034
H -0.148 4.729 -0.108
H -1.225 4.086 1.165
H 1.421 0.979 3.385
C 2.439 -0.985 -2.285
H 2.229 0.090 -2.265
C 0.001 -2.244 0.156
O 1.395 -1.729 -1.712
C 0.837 3.568 1.413
O -0.690 2.806 -0.376
H -0.943 -4.686 -1.788
H -2.884 -2.229 -2.971
C -2.570 -1.408 -2.342
C -1.305 0.624 -2.101
C 2.588 1.902 1.835
H 0.753 -4.221 -1.503
H -2.939 0.862 2.792
H 3.434 1.656 1.186
C 2.088 0.659 2.582
N -3.028 -0.197 1.055
C -1.428 1.797 0.111
H 2.905 2.662 2.551
O 1.135 4.297 2.332
H -3.656 -2.085 -0.623
H -0.086 -0.816 3.229
H 2.580 -0.063 -0.003
H -0.651 1.389 -2.494
C -1.710 -0.435 -2.869
C -3.009 -1.336 -1.047
H 1.160 1.899 0.307
C -0.391 -1.962 1.461
H 2.948 0.164 3.042
N -1.836 1.822 1.354
C -2.616 0.808 1.760
O -0.733 -3.216 -0.458
C 1.731 -0.587 0.404
H 3.397 -1.180 -1.792
C 1.347 -0.327 1.715
H 2.497 -1.318 -3.320
C -0.266 -3.846 -1.628
C 0.255 -1.012 2.225
H -1.369 -0.524 -3.891
C 1.065 -1.509 -0.395
C -0.374 3.861 0.516
H -0.301 -3.179 -2.491
C -2.603 -0.267 -0.229
H -1.230 -2.512 1.855
```

Summary:
HOMO energy = -8.100 eV
SMILES = COc1ccc(CCNC(=O)COc2ncnc3ccccc23)cc1OC
relative energy (zero: lowest compared OMol25 entry of this formula, charge and spin) = 194.3 kJ/mol
Kohn-Sham gap = 8.3 eV
2S+1 = 1
lowest unoccupied orbital energy = 0.2 eV

Record 4
Molecular formula: C20H21N3O4
Method: DFT, ωB97M-V with the def2-TZVPD basis set

```
48
Properties=species:S:1:pos:R:3
C 3.581 0.779 1.010
C -1.941 -0.454 -0.916
H -0.511 2.920 1.796
C 0.332 -1.375 -1.307
H 1.605 2.190 2.670
H -3.900 -0.566 3.426
C 2.236 2.131 -0.640
H -1.677 4.253 0.021
N 0.279 -2.321 -0.150
H -6.100 -1.500 2.403
O -1.036 3.959 -0.800
C 0.214 3.343 -0.291
C -5.312 -1.029 0.451
H -4.850 -0.573 -2.596
H -6.346 -1.944 0.114
C 1.524 2.293 1.548
C -0.547 -0.249 -1.224
C 0.376 3.005 1.122
H 0.288 -2.136 -2.202
C 1.733 -0.952 -1.294
H 1.091 3.066 -2.204
H 4.565 1.198 1.289
C -2.751 -0.893 -2.009
H -0.013 0.522 -0.669
N 2.288 -1.004 -0.060
H 6.600 -2.269 0.431
H -2.318 -0.977 -3.022
O 5.818 -1.597 0.146
C -5.160 -0.949 1.841
N -4.114 -1.112 -1.729
C 3.650 -0.591 0.166
C 1.128 2.970 -1.157
O 3.922 -2.836 1.213
C -4.215 -0.736 -0.410
H -0.772 -3.051 -0.202
C -3.971 -0.491 2.336
H 3.938 -0.417 -0.922
O 2.249 -0.355 -2.267
H -0.464 0.359 -2.137
H -1.858 0.137 2.135
C 2.488 1.817 0.681
H 3.080 1.761 -1.306
C 4.486 -1.768 0.738
H 1.148 -3.190 -0.361
C -2.927 -0.381 0.138
H 3.321 0.551 2.008
H 1.696 -1.457 0.689
C -2.854 -0.080 1.502
```

Summary:
HOMO energy = -7.984 eV
relative energy (zero: lowest compared OMol25 entry of this formula, charge and spin) = 1013.4 kJ/mol
Kohn-Sham gap = 8.3 eV
2S+1 = 1
lowest unoccupied orbital energy = 0.3 eV

Record 5
Molecular formula: C20H21N3O4S
Method: DFT, ωB97M-V with the def2-TZVPD basis set

```
49
Properties=species:S:1:pos:R:3
C -1.293 -2.078 -1.263
H 1.460 -0.979 2.105
H 4.467 1.114 -2.909
C 3.010 -0.072 1.165
H 0.064 -3.010 -2.769
H -3.552 1.266 -1.973
H -3.426 3.125 -0.585
C 3.907 0.520 3.895
C -3.107 1.246 -1.099
H 2.407 -0.818 4.383
H -5.584 -0.124 -1.376
C 0.026 -0.436 0.097
C 4.172 0.889 1.313
S -2.597 -0.683 0.706
C 1.282 -1.752 -1.473
C -5.510 0.845 0.269
H -4.964 0.924 1.375
H 0.124 0.213 0.935
H -5.105 -1.109 0.113
H 6.056 0.757 -2.427
H -3.212 -2.042 -2.015
C 0.131 -2.462 -1.721
H 2.202 -1.913 -2.155
N -3.544 -0.080 -0.640
O -5.185 2.371 -0.197
C 2.213 -0.468 2.139
H 5.207 2.373 -2.226
H 5.639 1.376 2.789
C -2.467 -2.831 -1.582
O -3.219 -1.796 1.049
H -1.909 1.206 -1.099
C 2.830 -0.290 3.624
H -6.549 0.980 0.630
C -3.740 2.127 -0.101
C 5.123 1.451 -2.474
C 4.893 1.426 0.320
C -4.945 -0.097 -0.319
C 4.718 0.898 2.733
N 3.343 0.166 -1.379
H -3.214 2.327 0.866
C 2.498 -0.112 -0.178
C 1.225 -0.585 -0.468
O 5.965 1.814 0.205
C -1.238 -1.131 -0.369
N 4.515 0.964 -1.142
H 4.346 0.579 4.652
H -2.255 -3.569 -2.368
H -3.037 -3.049 -0.601
O -2.171 0.528 1.547
```

Summary:
HOMO energy = -7.538 eV
SMILES = Cc1ccc(-c2nn(C)c(=O)c3ccccc23)cc1S(=O)(=O)N1CCOCC1
relative energy (zero: lowest compared OMol25 entry of this formula, charge and spin) = 2063.8 kJ/mol
Kohn-Sham gap = 6.8 eV
2S+1 = 1
lowest unoccupied orbital energy = -0.8 eV

Record 6
Molecular formula: C20H21N4O7P2RhS3
Method: DFT, ωB97M-V with the def2-TZVPD basis set

```
58
Properties=species:S:1:pos:R:3
C 3.266 -2.253 -1.519
S 1.240 -1.261 1.524
O -1.260 -3.809 -0.117
C -3.054 2.080 -2.936
H 4.446 -3.821 -0.667
C 2.764 1.004 -3.347
H 0.309 -4.989 -1.846
C -1.277 1.776 0.349
S 1.354 0.243 4.137
S 1.726 -0.273 -2.660
C 4.593 -3.791 -2.808
P -2.134 -2.940 0.964
C 4.832 2.189 -3.525
H 2.300 0.291 -0.598
C 2.880 2.976 -4.698
C 1.517 -1.482 4.651
C 4.106 1.127 -3.012
H 2.997 -1.604 -4.845
C 4.220 3.110 -4.367
H -3.715 2.749 -3.471
O 0.182 -2.296 -1.478
N -0.494 0.902 0.853
C 2.879 -1.641 -2.696
N -1.387 0.358 -1.567
N 1.451 0.208 -1.151
C 4.136 -3.333 -1.582
H 1.945 -1.444 5.651
P -0.996 -3.287 -1.613
Rh -0.146 -0.694 -0.225
H -2.917 3.322 -1.173
H 2.880 -1.907 -0.570
H 5.266 -4.638 -2.852
O -2.201 -2.817 -2.307
C 0.725 0.072 2.507
O -1.372 -3.355 2.320
H 4.579 0.396 -2.368
H 0.540 -1.957 4.682
C -1.812 0.043 -2.782
H -2.985 0.587 -4.485
H -1.571 2.646 0.924
C -2.648 0.889 -3.504
H 2.408 3.693 -5.357
C 3.321 -2.091 -3.933
H 4.535 -3.536 -4.940
O -3.543 -3.333 1.007
H 4.794 3.935 -4.768
C 2.143 1.918 -4.185
H 1.095 1.802 -4.430
O -0.396 -4.570 -2.351
C -1.781 1.521 -1.001
H 5.878 2.296 -3.272
H -1.516 -0.927 -3.157
N -0.066 1.040 2.149
H -1.912 -4.011 2.776
H 2.182 -2.036 3.995
C 4.184 -3.173 -3.983
O -1.775 -1.477 0.699
C -2.614 2.405 -1.658
```

Summary:
HOMO energy = -8.342 eV
relative energy (zero: lowest compared OMol25 entry of this formula, charge and spin) = 5.4 kJ/mol
Kohn-Sham gap = 7.4 eV
2S+1 = 1
lowest unoccupied orbital energy = -0.9 eV

The highest relative energy (zero: lowest compared OMol25 entry of this formula, charge and spin) belongs to which entry?
C20H21N3O4S

Which value of HOMO energy does entry 5 give?
-7.538 eV

Look up the lowest unoccupied orbital energy of the fourth one.
0.3 eV

What is the lowest unoccupied orbital energy in the fifth record?
-0.8 eV